18
Properties=species:S:1:pos:R:3:mulliken_charge:R:1 method="wB97M-V/def2-TZVPD" relative_energy_kj_mol=267.0 s2=2.01 homo_lumo_gap_ha="0.2520 / 0.2882" homo_ev="-6.05 / -9.70" multiplicity=3
O 1.550 -1.324 -0.181 -0.69
O 3.748 -0.889 -0.094 -0.62
N -1.491 -0.321 -0.137 -0.24
N 2.548 -0.541 -0.007 0.75
N 1.070 1.168 0.153 -0.02
C -1.575 -1.571 0.702 -0.87
C 2.331 0.804 0.260 -0.16
C 0.343 2.209 0.254 -0.35
C -2.206 -0.464 -1.172 -0.33
H 0.518 0.306 -0.418 0.25
H 3.078 1.494 0.567 0.40
H 0.740 3.200 0.659 0.22
H -2.191 0.375 -1.884 0.22
H -1.674 -2.421 0.059 0.37
H -2.970 -1.199 -1.448 0.30
H -2.504 -1.482 1.384 0.30
H -0.743 2.226 -0.023 0.25
H -0.572 -1.568 1.326 0.23